1.
# C6H7N

A molecular structure, C6H7N (wB97M-V/def2-TZVPD, OMol25).

Geometry as XYZ:
```
14
Properties=species:S:1:pos:R:3:forces:R:3:mulliken_charge:R:1
C -1.039821 0.260848 1.113610 -0.1 0.3 -0.9 -0.41
C 0.434758 0.547577 0.999187 3.1 -2.6 4.1 -0.65
C 1.241431 0.521563 -0.273387 -2.4 0.4 1.5 -0.12
C 0.936548 -0.887078 0.108357 1.6 2.8 0.8 -0.44
N -0.129293 -1.059057 -0.821704 -2.3 0.7 -0.7 -0.58
C -1.180527 -0.144139 -0.344605 0.6 1.0 0.6 0.06
C -0.090104 0.669521 -0.966070 -0.4 -2.2 -5.3 -0.59
H -1.620172 1.165461 1.341313 0.0 -0.2 -0.3 0.32
H -1.316403 -0.532733 1.823060 0.4 0.3 0.0 0.29
H 0.970106 0.922147 1.872812 0.0 -0.8 0.3 0.44
H 2.181895 1.042311 -0.431451 -0.5 0.1 0.0 0.49
H 1.593497 -1.703080 0.407878 -0.2 0.4 0.0 0.40
H -2.155852 -0.264163 -0.819054 0.4 0.2 -0.1 0.38
H -0.220515 1.245197 -1.883426 0.0 -0.5 -0.2 0.42
```
Positions in Å, forces in eV/Å.

Properties
Lowest unoccupied orbital energy ... 1.047 eV
Energy above the lowest of the compared OMol25 structures with the same formula, charge and spin ... 589.3 kJ/mol
Orbital gap ... 8.8897 eV

=====

2.
# C40H83BFN4O12PS

3 unconnected molecules or ions with the total composition C40H83BFN4O12PS (wB97M-V/def2-TZVPD, OMol25).

Geometry as XYZ:
```
143
Properties=species:S:1:pos:R:3:forces:R:3:mulliken_spin:R:1
C -3.397639 5.922798 -0.018504 0.1 0.2 -0.3 0.00
C -1.957570 5.529457 -0.365884 0.0 -0.1 -0.2 0.00
C -1.495193 4.154245 0.192248 0.0 0.0 -0.3 0.00
C -1.297276 3.193293 -0.986393 -0.4 0.0 0.0 0.00
C -0.391401 4.248481 1.263955 0.2 0.0 0.2 0.00
C -0.842851 5.264412 2.327933 -0.1 0.2 0.2 0.00
C -2.087320 4.997078 3.192858 0.0 0.2 0.2 0.00
C -2.966708 6.246889 3.452523 0.0 -0.2 0.4 0.00
C -2.758877 6.743110 4.885849 -0.1 0.2 -0.1 0.00
C -4.461958 5.964422 3.243127 0.2 -0.1 -0.2 0.00
O 0.881354 4.801258 0.827398 -0.2 -0.7 0.0 0.00
C 1.248677 5.249977 -0.442335 0.6 0.7 -0.4 0.00
C 1.974122 4.293044 -1.398597 -0.2 -0.3 -0.1 0.00
C 1.926765 4.798211 -2.852600 0.1 0.0 0.1 0.00
C 1.762808 3.725955 -3.920679 0.1 0.1 -0.2 0.00
C 3.013619 2.839434 -4.053266 -0.3 0.3 0.0 0.00
S 2.693240 1.121049 -3.960714 -0.1 -0.1 -0.5 0.00
O 1.550874 0.821772 -4.770268 0.4 0.0 0.2 0.00
O 3.926767 0.405000 -4.114622 -0.2 0.0 0.0 0.00
O 2.260570 0.998658 -2.437728 -0.1 -0.3 0.3 0.00
P 2.450347 6.543646 0.059770 0.2 -0.5 0.4 0.00
N 3.630648 6.009571 0.908626 -0.2 0.3 -0.3 0.00
O 1.505703 7.550365 0.863482 0.0 0.2 0.1 0.00
O 2.888407 7.311667 -1.272927 0.0 0.1 -0.3 0.00
C 0.028027 2.862468 1.924438 -0.1 0.0 -0.1 0.00
C -1.221322 1.973510 2.195336 0.4 -0.1 0.2 0.00
C -0.845014 0.545973 2.539928 0.0 0.0 0.4 0.00
O -0.843128 0.100626 3.650980 -0.1 0.0 0.1 0.00
O -0.553125 -0.243802 1.493916 0.3 -0.3 -0.3 0.00
C 0.755737 3.032981 3.281078 0.1 -0.1 -0.1 0.00
C 1.959832 3.973791 3.480127 0.0 -0.1 -0.2 0.00
C 3.212255 3.347799 4.063839 -0.2 0.2 0.2 0.00
F 1.537553 4.963005 4.408445 0.1 0.0 0.0 0.00
O 0.742723 2.092271 0.934422 -0.1 0.2 -0.1 0.00
C 2.159555 1.854647 0.973162 0.3 -0.3 0.0 0.00
B 2.555777 0.464286 1.712452 0.0 -0.3 -0.1 0.00
N 3.059340 -0.703393 0.971261 0.2 0.9 -0.1 0.00
O 2.410840 0.333360 3.070948 -0.3 0.6 0.1 0.00
H -3.999474 5.052321 0.234815 -0.1 0.0 0.1 0.00
H -3.448630 6.649145 0.788896 0.0 -0.2 0.2 0.00
H -3.877270 6.391047 -0.877671 0.0 0.1 0.0 0.00
H -1.889919 5.477994 -1.453975 0.1 0.0 -0.1 0.00
H -1.280910 6.327715 -0.074741 0.0 0.1 0.1 0.00
H -2.365684 3.765121 0.719914 0.1 0.0 0.2 0.00
H -0.643583 3.609929 -1.742590 0.3 0.0 -0.1 0.00
H -2.266757 3.069207 -1.474703 0.0 0.0 0.0 0.00
H -0.955531 2.204055 -0.703817 0.2 0.0 0.0 0.00
H -0.965845 6.223991 1.827838 0.0 -0.1 -0.1 0.00
H -0.003781 5.424028 2.988039 0.2 0.1 0.1 0.00
H -2.717722 4.195330 2.816719 0.0 0.0 -0.2 0.00
H -1.740385 4.667350 4.172757 0.0 -0.3 0.0 0.00
H -2.649145 7.053338 2.791380 0.0 0.0 -0.2 0.00
H -2.956883 5.934158 5.588881 0.0 -0.1 0.1 0.00
H -3.455412 7.548457 5.122595 0.0 0.1 0.0 0.00
H -1.747121 7.109723 5.053663 0.1 0.0 0.0 0.00
H -4.915745 5.626602 4.173146 -0.1 0.0 0.1 0.00
H -4.984223 6.853606 2.895109 -0.1 0.1 0.1 0.00
H -4.627627 5.186140 2.499924 0.0 0.0 -0.1 0.00
H 0.460172 5.743262 -1.012482 -0.4 -0.1 0.2 0.00
H 3.006406 4.181618 -1.066299 0.1 -0.1 0.1 0.00
H 1.512298 3.311880 -1.342816 -0.1 -0.1 0.1 0.00
H 2.838185 5.350917 -3.083248 0.0 0.2 0.0 0.00
H 1.099151 5.503793 -2.970417 -0.1 0.0 0.0 0.00
H 1.619859 4.232359 -4.874618 -0.1 0.0 -0.1 0.00
H 0.862087 3.134405 -3.769695 0.0 -0.1 0.2 0.00
H 3.468861 2.944537 -5.034588 0.2 0.1 0.0 0.00
H 3.730509 3.077984 -3.272487 0.3 -0.1 -0.1 0.00
H 2.857458 0.362186 -2.015145 0.0 0.0 0.1 0.00
H 4.549127 6.207886 0.537637 0.1 -0.1 0.1 0.00
H 1.958005 7.730078 1.700429 -0.2 0.1 0.1 0.00
H 2.159422 7.552443 -1.856497 0.0 0.1 0.0 0.00
H -1.793522 2.319173 3.047760 -0.1 0.2 -0.1 0.00
H -1.840564 1.938442 1.304516 -0.1 0.0 0.0 0.00
H -0.358678 0.332616 0.741708 0.0 0.1 -0.1 0.00
H -0.000648 3.390838 3.973034 -0.1 0.1 0.1 0.00
H 1.013164 2.045076 3.647834 0.1 -0.2 -0.1 0.00
H 2.228630 4.507064 2.575135 -0.1 0.1 0.0 0.00
H 3.854811 2.955257 3.280800 0.0 -0.2 -0.1 0.00
H 3.774483 4.132228 4.566097 0.1 0.1 0.0 0.00
H 2.977923 2.575112 4.792750 0.0 -0.1 0.0 0.00
H 2.719452 2.720006 1.324067 -0.1 0.2 0.2 0.00
H 2.450683 1.758112 -0.074220 -0.1 0.1 -0.1 0.00
H 3.700984 -0.417989 0.237245 -0.1 -0.1 -0.2 0.00
H 2.325917 -1.244368 0.526283 0.1 -0.5 0.2 0.00
H 3.218913 0.390487 3.584705 0.0 -0.4 0.1 0.00
C 5.114396 -6.445361 -0.227873 -0.1 0.0 -0.1 0.01
C 4.072087 -5.545114 0.449963 0.6 -0.2 -0.1 0.01
C 3.042295 -6.382247 1.211906 -0.3 0.0 0.0 0.02
C 2.067266 -7.122011 0.298763 0.1 0.1 0.0 -0.01
C 1.384516 -6.142492 -0.652672 -0.2 -0.1 0.3 0.05
C 2.362231 -5.295861 -1.465397 0.2 -0.2 -0.7 0.01
N 3.367397 -4.670855 -0.543906 -0.9 0.0 0.8 0.43
O 2.932682 -3.591436 0.004625 0.2 0.1 -0.4 0.50
C 3.039810 -6.147662 -2.553775 0.1 0.0 0.1 0.02
C 1.608175 -4.184217 -2.178532 -0.2 0.2 0.1 -0.02
C 4.823828 -4.642822 1.419411 0.0 0.1 0.1 -0.01
H 5.649983 -7.003389 0.540022 0.0 0.1 0.1 0.00
H 4.694842 -7.174837 -0.912941 0.0 0.0 0.0 0.00
H 5.838697 -5.841673 -0.776050 0.0 0.0 0.0 -0.01
H 2.474685 -5.720783 1.873423 0.0 0.1 0.0 0.00
H 3.577774 -7.085643 1.852671 0.0 0.0 0.0 0.00
H 2.584722 -7.906085 -0.260647 0.0 0.0 0.0 0.00
H 1.312656 -7.627087 0.904387 0.0 0.0 0.0 0.00
H 0.733398 -6.678055 -1.348911 0.0 0.0 0.0 0.00
H 0.741870 -5.473904 -0.069306 0.1 0.1 0.0 -0.01
H 3.927394 -5.646614 -2.940734 0.0 0.0 0.0 -0.01
H 2.345453 -6.286659 -3.381724 0.0 0.0 0.0 0.00
H 3.322881 -7.141568 -2.217057 0.0 0.0 0.0 0.00
H 1.021808 -3.581635 -1.487380 0.1 0.0 0.0 0.01
H 0.924310 -4.636086 -2.897564 0.0 0.0 0.0 0.00
H 2.288180 -3.527012 -2.717730 0.1 0.0 0.0 0.00
H 5.496258 -3.971195 0.885438 0.0 0.0 0.0 0.00
H 5.417415 -5.271120 2.084320 0.0 0.0 0.0 0.00
H 4.151054 -4.038174 2.021738 0.0 0.0 0.0 0.01
C -5.232072 -7.387379 -2.326853 0.1 0.0 0.1 0.02
C -5.295900 -5.853638 -2.296714 -0.2 -0.6 0.0 0.00
C -4.590737 -5.257167 -3.517276 0.2 0.2 -0.1 0.03
C -3.068397 -5.372207 -3.452982 -0.1 0.0 0.1 -0.02
C -2.539353 -4.753921 -2.159949 -0.1 0.1 -0.3 0.03
C -3.190073 -5.333530 -0.902336 0.3 -0.5 0.4 -0.02
N -4.680952 -5.300697 -1.047755 0.1 0.9 -0.6 0.40
O -5.182817 -4.164129 -0.717469 -0.1 -0.3 0.2 0.54
C -2.671503 -6.758510 -0.645209 0.0 -0.1 0.0 0.04
C -2.811511 -4.490862 0.308437 0.0 0.1 0.0 -0.02
C -6.769554 -5.472775 -2.311119 -0.1 0.1 -0.1 -0.01
H -5.754932 -7.745020 -3.213989 -0.1 0.0 0.0 0.00
H -4.225524 -7.789599 -2.370784 0.0 0.0 0.0 0.00
H -5.727112 -7.805230 -1.449481 0.0 0.0 0.0 -0.01
H -4.861873 -4.200091 -3.597591 0.0 0.0 0.1 0.01
H -4.975932 -5.750780 -4.412013 0.0 0.0 0.0 0.00
H -2.761378 -6.418555 -3.535376 0.0 0.0 0.0 0.00
H -2.627404 -4.856940 -4.308033 0.0 0.0 0.0 0.00
H -1.458138 -4.892204 -2.079548 0.0 0.0 0.0 0.01
H -2.718463 -3.674599 -2.185249 -0.1 0.0 0.1 0.00
H -3.308217 -7.294954 0.058890 0.0 0.0 0.0 -0.03
H -1.672688 -6.699426 -0.211951 0.0 0.1 0.0 0.01
H -2.575805 -7.359553 -1.546382 0.0 0.0 0.0 0.00
H -3.065864 -3.443371 0.172242 0.0 0.0 0.0 0.01
H -1.733781 -4.564436 0.457447 0.0 0.0 0.0 0.00
H -3.311375 -4.849376 1.208678 0.0 0.0 0.0 0.00
H -7.269205 -5.809412 -1.402784 0.0 0.0 0.0 0.00
H -7.242295 -5.956732 -3.166242 0.0 0.0 0.0 0.00
H -6.912804 -4.399277 -2.400323 0.0 0.0 0.0 0.00
```
Positions in Å, forces in eV/Å.

Properties
Lowest unoccupied orbital energy (alpha / beta) ... 0.209 / 0.209 eV
Orbital gap (alpha / beta) ... 8.2680 / 9.2802 eV
Expectation value of S² ... 2.008
2S+1 ... 3

=====

3.
# C2H10N2O2

2 unconnected molecules or ions with the total composition C2H10N2O2 (wB97M-V/def2-TZVPD, OMol25).

Geometry as XYZ:
```
16
Properties=species:S:1:pos:R:3:forces:R:3:mulliken_charge:R:1
C 1.845146 0.294717 0.535822 0.2 -0.2 -0.4 -0.73
N 1.247617 -0.569596 -0.467045 0.3 0.0 -0.1 -0.15
O 2.160580 -1.587923 -0.873338 0.2 0.2 -0.1 -0.48
H 1.119485 1.078769 0.740771 0.0 0.1 0.0 0.26
H 2.793435 0.726639 0.202187 0.0 0.1 0.1 0.33
H 2.018251 -0.286210 1.442295 0.0 0.0 0.0 0.27
H 0.978182 -0.040454 -1.293853 0.4 -0.2 0.0 0.19
H 1.834375 -2.393031 -0.447230 -0.1 0.3 -0.1 0.31
C -1.259242 -0.706544 0.144028 -2.9 2.2 0.6 -0.61
O -1.112844 0.918133 -0.172128 1.1 -2.5 0.4 -0.23
N -2.398849 1.492775 -0.115733 -0.2 -0.5 0.1 -0.52
H -2.002146 -0.600659 0.934517 -0.4 -0.2 -0.3 0.39
H -1.726822 -1.080019 -0.764588 0.2 -0.1 0.1 0.25
H -0.531526 -1.401518 0.560685 0.6 1.2 -0.5 0.30
H -2.586361 1.928343 -1.017082 0.3 -0.2 0.1 0.22
H -2.379282 2.226577 0.590691 0.2 -0.2 -0.1 0.22
```
Positions in Å, forces in eV/Å.

Properties
Lowest unoccupied orbital energy ... 0.901 eV
Energy above the lowest of the compared OMol25 structures with the same formula, charge and spin ... 524.1 kJ/mol
Orbital gap ... 9.6529 eV
Structure (SMILES) ... CNO.CON